# 1
{"formula": "C6H3NO4", "method": "ωB97M-V/def2-TZVPD", "elements": ["C", "C", "C", "C", "C", "C", "N", "O", "O", "O", "O", "H", "H", "H"], "positions_angstrom": [[0.38333, -0.64624, -0.90694], [1.40747, -1.50539, -0.45578], [-1.91246, -0.08674, 2.13660], [0.44535, -1.95976, -1.42568], [-0.04296, 0.71664, -1.03034], [0.38787, 1.59900, 0.10671], [-1.36028, 0.91240, 2.40567], [-0.66210, 1.15980, -2.00231], [2.46204, -1.65336, 0.17109], [-2.54626, -1.09602, 1.94268], [0.00864, -2.83939, -2.17127], [1.40575, 1.36307, 0.40885], [-0.27073, 1.38189, 0.97554], [0.29434, 2.65408, -0.15480]], "nbo_charge": [-0.366, 0.416, 0.633, 0.429, 0.559, -0.755, -0.835, -0.627, -0.718, -0.749, -0.706, 0.211, 0.324, 0.183], "de_lowest_ev": 0.000, "orbital_gap_ev": 7.303, "e_lumo_ev": 6.43, "multiplicity": 1, "total_charge": -2, "largest_force_ha_per_bohr": 0.0255, "total_energy_ev": -15949.2323}

# 2
{"formula": "C14H7CoN2O8", "method": "ωB97M-V/def2-TZVPD", "elements": ["Co", "O", "C", "O", "C", "C", "C", "N", "C", "C", "C", "O", "O", "H", "H", "H", "O", "C", "C", "C", "C", "C", "C", "C", "O", "N", "O", "O", "H", "H", "H", "H"], "positions_angstrom": [[-0.62892, -1.29384, 0.54264], [-4.05205, 2.68306, 5.00729], [-3.36924, 3.19025, 4.03197], [-3.32314, 4.36028, 3.68335], [-2.72389, 2.08816, 3.17138], [-1.73695, 2.43199, 2.18041], [-1.08790, 1.42262, 1.49087], [-1.34001, 0.11318, 1.68389], [-2.25394, -0.24266, 2.61292], [-2.99548, 0.76510, 3.26398], [-2.43034, -1.69227, 2.63529], [-3.42182, -2.17053, 3.20472], [-1.55514, -2.37015, 1.94994], [-1.26993, 3.40767, 2.19660], [-0.37728, 1.64849, 0.70126], [-3.78950, 0.36079, 3.80816], [-0.25102, -2.80680, -0.74055], [0.48402, -2.72095, -1.78279], [1.38946, -1.63863, -2.18652], [2.33576, -1.73876, -3.24717], [3.06753, -0.60092, -3.42830], [3.25251, 0.41860, -2.52551], [2.31399, 0.60987, -1.61831], [1.40115, -0.42626, -1.41028], [0.31407, -0.13193, -0.66957], [3.98061, -0.62562, -4.57856], [3.93618, -1.65848, -5.30882], [4.79681, 0.30014, -4.75766], [0.57136, -3.65217, -2.30879], [2.54935, -2.53529, -3.90132], [4.13540, 1.01708, -2.65188], [2.07834, 1.48800, -1.04863]], "lowdin_spin": [2.728, 0.836, 0.062, 0.045, 0.041, 0.010, 0.009, 0.043, 0.006, 0.005, 0.007, 0.005, 0.071, 0.001, 0.001, 0.001, 0.044, 0.008, 0.004, 0.000, 0.002, 0.002, 0.004, 0.005, 0.058, 0.000, 0.001, 0.000, 0.002, 0.000, 0.000, 0.000], "de_lowest_ev": 0.107, "orbital_gap_ev": [7.881, 5.450], "e_lumo_ev": [-1.43, -4.09], "multiplicity": 5, "total_charge": 0, "largest_force_ha_per_bohr": 0.0779, "total_energy_ev": -71613.4234}

# 3
{"formula": "C18H36NO21S3", "method": "ωB97M-V/def2-TZVPD", "elements": ["N", "O", "O", "O", "O", "S", "O", "O", "C", "C", "C", "H", "H", "H", "H", "H", "H", "H", "H", "O", "S", "O", "O", "C", "C", "C", "H", "H", "H", "H", "H", "H", "H", "H", "O", "S", "O", "O", "C", "C", "C", "H", "H", "H", "H", "H", "H", "H", "H", "C", "C", "O", "C", "O", "O", "H", "H", "H", "H", "C", "C", "O", "C", "O", "O", "H", "H", "H", "H", "C", "C", "O", "C", "O", "O", "H", "H", "H", "H"], "positions_angstrom": [[0.10136, -0.01132, -0.00653], [0.14330, 0.18689, -1.22002], [0.32708, -1.25260, 0.27060], [-0.62186, 0.71290, 0.71623], [0.46420, 3.45455, 3.67912], [-0.91797, 3.72049, 3.91663], [-1.60036, 3.01705, 4.99988], [-0.87959, 5.28258, 4.45897], [-0.08817, 5.59188, 5.60243], [-0.31583, 6.97041, 6.08256], [-1.75889, 3.80244, 2.40725], [1.07385, 5.41037, 5.41882], [-0.34803, 5.04725, 6.61705], [-1.47149, 7.18862, 6.39940], [-0.10238, 7.71254, 5.27862], [0.37791, 7.02130, 6.74704], [-2.64061, 4.23295, 2.41948], [-1.87128, 2.75610, 1.82781], [-1.02941, 4.41160, 1.71632], [-0.97195, 2.92170, -5.70815], [-2.01953, 2.17847, -5.09575], [-1.91522, 0.79952, -4.86842], [-2.20904, 2.99694, -3.66806], [-0.88914, 3.07414, -3.04152], [-1.26775, 3.31229, -1.56400], [-3.58993, 2.31200, -5.83993], [-0.21285, 3.97715, -3.57951], [-0.48951, 2.03114, -3.07097], [-1.61265, 4.16189, -1.58186], [-0.52867, 3.33533, -0.94069], [-1.96798, 2.55787, -1.13947], [-3.34937, 1.75495, -6.63533], [-3.64922, 3.44141, -5.97169], [-4.42815, 2.05385, -5.24971], [2.85872, -4.90488, 0.09307], [3.45569, -4.27746, 1.22803], [3.85746, -2.88265, 1.18226], [2.35949, -4.37055, 2.56489], [1.06485, -4.00006, 2.06545], [0.13949, -4.60623, 3.20340], [4.72304, -5.36872, 1.69479], [0.77137, -4.37403, 0.95098], [0.68567, -3.04509, 2.11766], [0.04046, -5.69310, 3.50853], [-0.80527, -4.47051, 2.98857], [0.31531, -4.14870, 4.20230], [4.41278, -6.27764, 1.99217], [5.36266, -4.96467, 2.47943], [5.04889, -5.38412, 0.60019], [-3.82262, 0.28452, 2.27944], [-5.21097, -0.25245, 1.80129], [-5.20488, -1.63571, 2.50860], [-3.94325, -1.98586, 2.57804], [-3.54929, -3.15496, 2.82762], [-3.11839, -0.93562, 2.48194], [-4.05412, 0.87307, 3.24060], [-3.25357, 0.83891, 1.49657], [-5.34065, -0.31139, 0.66589], [-6.04563, 0.45456, 1.92996], [3.73784, -0.76125, -1.80531], [4.17191, -2.26167, -2.04403], [4.58665, -2.18715, -3.37063], [5.00311, -0.98128, -3.70327], [5.56198, -0.68724, -4.74605], [4.51791, -0.10742, -2.77816], [4.04834, -0.38677, -0.68283], [2.69430, -0.73005, -2.01280], [3.34262, -2.91542, -1.91919], [5.00416, -2.61621, -1.40437], [0.55448, -1.75655, -4.07947], [0.16820, -2.84231, -2.86430], [0.90019, -3.94680, -3.17930], [1.43437, -3.82334, -4.30615], [2.00632, -4.82881, -4.81381], [1.52813, -2.61460, -4.79034], [0.84379, -0.66968, -4.12892], [-0.25242, -1.83983, -4.76130], [-0.65723, -3.12970, -2.80834], [0.31723, -2.48525, -1.85970]], "lowdin_charge": [-0.563, -0.062, -0.090, -0.069, -0.278, 0.620, -0.302, -0.276, -0.334, -0.116, -0.131, 0.162, 0.153, 0.147, 0.089, -0.003, -0.002, 0.120, 0.124, -0.271, 0.566, -0.262, -0.283, -0.221, -0.056, -0.109, 0.183, 0.101, -0.022, 0.019, 0.110, 0.020, 0.105, 0.068, -0.292, 0.634, -0.277, -0.253, -0.252, -0.069, -0.116, 0.164, 0.063, 0.088, -0.014, 0.086, 0.027, 0.084, 0.105, -0.121, -0.046, 0.068, -0.576, 0.081, 0.056, 0.153, 0.120, 0.137, 0.113, -0.093, -0.120, 0.067, -0.552, 0.120, 0.038, 0.187, 0.091, 0.103, 0.128, 0.033, -0.043, 0.126, -0.658, 0.055, 0.059, 0.143, 0.090, 0.013, 0.112], "de_lowest_ev": 1.811, "orbital_gap_ev": 7.510, "e_lumo_ev": 1.84, "multiplicity": 1, "total_charge": -1, "largest_force_ha_per_bohr": 0.2713, "total_energy_ev": -96229.7581}

# 4
{"formula": "C21H16O6", "method": "ωB97M-V/def2-TZVPD", "elements": ["O", "C", "C", "C", "C", "C", "C", "C", "H", "O", "C", "O", "H", "H", "H", "H", "C", "O", "C", "C", "C", "C", "C", "C", "H", "H", "C", "C", "C", "O", "O", "C", "H", "H", "C", "H", "H", "C", "H", "H", "H", "H", "H"], "positions_angstrom": [[1.99254, -0.32921, -1.70050], [2.39187, 0.67130, -1.15434], [3.47095, 0.65234, -0.14372], [4.08723, 1.80463, 0.33963], [5.09933, 1.74489, 1.29073], [5.46739, 0.49954, 1.74600], [4.85639, -0.66520, 1.26394], [3.86566, -0.61546, 0.32204], [3.38655, -1.50139, -0.05984], [5.41327, -1.75013, 1.87755], [6.38503, -1.24221, 2.76536], [6.41119, 0.16919, 2.66577], [7.37500, -1.64669, 2.50324], [6.13380, -1.53253, 3.79753], [5.57922, 2.63460, 1.66174], [3.79620, 2.77373, -0.03131], [1.77375, 2.03666, -1.48042], [0.64115, 1.91724, -2.30410], [-0.44725, 1.26988, -1.82163], [-0.60002, 0.84012, -0.51313], [-1.77772, 0.20595, -0.12749], [-2.82184, 0.00177, -1.04699], [-2.64725, 0.44890, -2.36335], [-1.48772, 1.07062, -2.74372], [-1.34059, 1.41414, -3.75470], [-3.43862, 0.29169, -3.07950], [-3.98168, -0.65872, -0.54264], [-4.03781, -1.06405, 0.74930], [-2.95604, -0.84681, 1.67876], [-2.92776, -1.16900, 2.84175], [-1.85831, -0.19329, 1.16122], [-5.32562, -1.76047, 1.06365], [-5.75459, -1.41524, 2.00360], [-5.14854, -2.83471, 1.15937], [-6.20526, -1.43211, -0.15621], [-6.83193, -2.27328, -0.44546], [-6.85810, -0.59168, 0.08168], [-5.23366, -1.02398, -1.27963], [-5.61680, -0.19759, -1.87828], [-5.02636, -1.85875, -1.95448], [0.16856, 0.95481, 0.23378], [1.53763, 2.58185, -0.55779], [2.49074, 2.61862, -2.06741]], "nbo_charge": [-0.523, 0.547, -0.183, -0.168, -0.269, 0.255, 0.294, -0.233, 0.254, -0.483, 0.234, -0.467, 0.163, 0.163, 0.233, 0.214, -0.174, -0.471, 0.353, -0.362, 0.436, -0.202, -0.141, -0.272, 0.228, 0.216, 0.105, -0.164, 0.758, -0.572, -0.476, -0.416, 0.227, 0.214, -0.387, 0.213, 0.206, -0.443, 0.220, 0.221, 0.227, 0.198, 0.225], "smiles": "O=C(COc1ccc2c3c(c(=O)oc2c1)CCC3)c1ccc2c(c1)OCO2", "orbital_gap_ev": 8.199, "e_lumo_ev": 0.14, "multiplicity": 1, "total_charge": 0, "largest_force_ha_per_bohr": 0.0247, "total_energy_ev": -34321.2355}

# 5
{"formula": "C26H19N2O4RhS4", "method": "ωB97M-V/def2-TZVPD", "elements": ["Rh", "S", "C", "C", "C", "C", "C", "C", "S", "C", "C", "C", "C", "C", "C", "C", "S", "C", "C", "C", "C", "C", "C", "S", "N", "H", "H", "H", "H", "H", "H", "H", "H", "H", "H", "H", "H", "H", "H", "H", "O", "C", "O", "C", "C", "C", "C", "C", "C", "N", "O", "O", "H", "H", "H", "H"], "positions_angstrom": [[-0.83763, 0.61394, -0.63735], [-3.08054, 1.49904, -0.74297], [-2.89754, 2.84159, 0.35830], [-4.05914, 3.47255, 0.83170], [-3.99127, 4.55757, 1.67688], [-2.76036, 5.07751, 2.08030], [-1.60361, 4.48498, 1.62170], [-1.67486, 3.36232, 0.79706], [-0.15360, 2.67639, 0.19996], [0.63210, 1.95892, 1.69850], [1.39046, 0.69280, 1.39215], [2.57105, 0.34575, 2.01936], [3.08937, -0.92740, 1.80309], [2.41822, -1.81807, 0.98444], [1.26571, -1.38624, 0.33850], [0.52622, -2.25491, -0.64494], [-1.10875, -1.64401, -1.20625], [-2.20137, -2.33359, -0.00302], [-2.77339, -3.56942, -0.30492], [-3.61683, -4.17863, 0.60054], [-3.89271, -3.53265, 1.80534], [-3.34918, -2.29840, 2.08796], [-2.48604, -1.66029, 1.18406], [-1.86055, -0.09091, 1.59379], [0.79821, -0.16050, 0.54116], [-5.01801, 3.08548, 0.51409], [-4.90793, 5.01516, 2.02404], [-2.71035, 5.93820, 2.73076], [-0.63671, 4.88893, 1.89376], [-0.18805, 1.71609, 2.37584], [1.27515, 2.70198, 2.16841], [3.06209, 1.04372, 2.68074], [4.01461, -1.22299, 2.27725], [2.79174, -2.81839, 0.82366], [0.37493, -3.26014, -0.25013], [1.12170, -2.34193, -1.55550], [-2.55032, -4.03892, -1.25405], [-4.06772, -5.13242, 0.36813], [-4.55477, -3.99447, 2.52465], [-3.59176, -1.79333, 3.01348], [0.02745, 0.49065, -4.65511], [0.27362, 0.61806, -3.47219], [-0.50908, 1.17014, -2.61220], [1.62152, 0.12772, -2.97667], [2.31963, 0.81799, -1.98982], [3.54338, 0.35695, -1.53639], [4.04033, -0.81392, -2.08018], [3.39609, -1.50025, -3.09610], [2.18380, -1.00932, -3.55064], [5.29942, -1.35639, -1.54634], [5.76325, -0.82372, -0.55682], [5.78404, -2.31528, -2.10796], [1.89986, 1.73425, -1.59112], [4.10418, 0.87686, -0.77439], [3.84365, -2.39139, -3.50994], [1.65027, -1.49770, -4.35463]], "nbo_charge": [0.481, 0.003, -0.173, -0.227, -0.174, -0.246, -0.210, -0.187, 0.498, -0.575, 0.232, -0.240, -0.125, -0.240, 0.247, -0.584, 0.494, -0.184, -0.213, -0.241, -0.174, -0.218, -0.187, -0.081, -0.452, 0.227, 0.218, 0.219, 0.212, 0.276, 0.240, 0.233, 0.237, 0.235, 0.257, 0.268, 0.224, 0.221, 0.218, 0.224, -0.616, 0.751, -0.730, -0.131, -0.144, -0.215, 0.011, -0.207, -0.189, 0.532, -0.390, -0.371, 0.218, 0.247, 0.252, 0.248], "de_lowest_ev": 0.723, "orbital_gap_ev": 6.631, "e_lumo_ev": -0.73, "multiplicity": 1, "total_charge": 0, "largest_force_ha_per_bohr": 0.0706, "total_energy_ev": -84789.1490}

# 6
{"formula": "C6H13O4", "method": "ωB97M-V/def2-TZVPD", "elements": ["C", "C", "C", "C", "C", "C", "O", "O", "O", "O", "H", "H", "H", "H", "H", "H", "H", "H", "H", "H", "H", "H", "H"], "positions_angstrom": [[-0.10784, 1.26091, 0.21978], [1.01850, 0.41997, 0.61957], [0.14344, 2.81329, 3.67300], [-1.45832, -1.03450, -1.62751], [0.76369, -2.12751, -1.16532], [-0.03215, -0.79709, -1.28780], [-0.16135, 2.07274, 2.76832], [-2.20795, 0.23172, -1.48379], [2.09247, -1.77391, -1.24674], [-0.10836, -0.18988, -0.00922], [-0.87874, 1.42874, 1.05342], [-0.05975, 1.86247, -0.60935], [1.82237, 0.54213, -0.10063], [-0.43165, 3.64424, 3.90449], [0.93229, 2.66287, 4.39895], [-1.58464, -1.33345, -2.71954], [-1.94100, -1.63518, -0.83421], [0.45773, -2.77955, -1.99423], [0.42140, -2.69598, -0.18900], [0.55521, -0.15632, -1.87090], [1.21509, 0.04645, 1.50844], [-3.05086, 0.17215, -1.89221], [2.60043, -2.63431, -1.11550]], "nbo_charge": [-0.050, -0.059, 0.335, -0.109, -0.080, 0.051, -0.568, -0.749, -0.712, -0.297, 0.290, 0.230, 0.224, 0.119, 0.122, 0.224, 0.214, 0.196, 0.185, 0.215, 0.226, 0.492, 0.499], "de_lowest_ev": 0.045, "orbital_gap_ev": 11.231, "e_lumo_ev": -2.52, "multiplicity": 1, "total_charge": 1, "largest_force_ha_per_bohr": 0.1073, "total_energy_ev": -14611.4365}

# 7
{"formula": "C5H15ClN3", "method": "ωB97M-V/def2-TZVPD", "elements": ["C", "C", "C", "C", "C", "N", "N", "N", "Cl", "H", "H", "H", "H", "H", "H", "H", "H", "H", "H", "H", "H", "H", "H", "H"], "positions_angstrom": [[3.04864, -1.72033, 0.22614], [0.71090, -1.78189, -0.47404], [0.60373, 2.35594, 0.95327], [-3.72543, 1.01391, -0.80416], [1.69602, 0.22467, 0.51417], [1.78365, -1.01821, 0.12252], [0.65671, 1.01403, 0.43078], [-2.75492, -0.06390, -0.85357], [-2.63458, -0.90306, 0.70255], [3.63202, -1.59216, -0.68912], [3.63092, -1.35189, 1.06848], [2.86362, -2.78411, 0.36870], [1.05497, -2.20779, -1.41711], [0.43473, -2.60262, 0.19108], [-0.17518, -1.18157, -0.66242], [-0.19700, 2.43732, 1.68851], [1.54450, 2.62138, 1.42798], [0.40169, 3.06163, 0.14631], [-3.66673, 1.52839, -1.76392], [-4.75412, 0.68111, -0.64203], [-3.44570, 1.70892, -0.01294], [2.59153, 0.65796, 0.94704], [-0.22113, 0.66779, 0.05031], [-3.07883, -0.76553, -1.51854]], "nbo_charge": [-0.413, -0.428, -0.412, -0.433, 0.397, -0.331, -0.521, -0.600, 0.043, 0.223, 0.226, 0.233, 0.231, 0.234, 0.225, 0.228, 0.221, 0.226, 0.223, 0.200, 0.204, 0.216, 0.433, 0.377], "de_lowest_ev": 0.000, "orbital_gap_ev": 10.160, "e_lumo_ev": -2.71, "multiplicity": 1, "total_charge": 1, "largest_force_ha_per_bohr": 0.0173, "total_energy_ev": -22414.0113}

# 8
{"formula": "C9H13NOS", "method": "ωB97M-V/def2-TZVPD", "elements": ["C", "C", "C", "C", "C", "C", "C", "C", "C", "N", "O", "S", "H", "H", "H", "H", "H", "H", "H", "H", "H", "H", "H", "H", "H"], "positions_angstrom": [[-2.09611, -1.20242, -0.56795], [1.55091, -0.70013, 0.98085], [1.46691, -0.00080, -0.20553], [0.69750, -1.86295, 1.17477], [0.84392, -0.44974, -1.35087], [-0.68646, -1.15730, 1.57321], [-1.43586, -0.54221, 0.41484], [2.14873, 1.33190, -0.33959], [-1.70253, 1.74728, -1.26876], [-2.83471, -1.75653, -1.25769], [-0.59020, 1.77235, 1.22176], [-1.74901, 1.23150, 0.53322], [2.02485, -0.24428, 1.81256], [0.47239, -2.56454, 0.21190], [0.76862, -2.56151, 2.06261], [0.41291, 0.12409, -2.13632], [0.72836, -1.49208, -1.53152], [-1.18932, -1.99029, 2.06471], [-0.57641, -0.23523, 2.26211], [1.71872, 2.06905, 0.19282], [2.30076, 1.75192, -1.27054], [3.08228, 1.31186, 0.02136], [-2.49055, 2.44900, -1.26826], [-2.12629, 0.99111, -1.91449], [-0.73942, 1.97994, -1.41520]], "nbo_charge": [0.183, -0.132, -0.077, -0.425, -0.307, -0.451, -0.290, -0.639, -0.782, -0.308, -0.979, 1.286, 0.213, 0.226, 0.236, 0.195, 0.188, 0.243, 0.256, 0.231, 0.210, 0.217, 0.234, 0.245, 0.228], "de_lowest_ev": 5.773, "orbital_gap_ev": [6.288, 7.783], "e_lumo_ev": [-1.34, -0.52], "multiplicity": 1, "total_charge": 0, "largest_force_ha_per_bohr": 0.0903, "total_energy_ev": -23910.6043}